Below is a molecular structure, C13H14InN4S3Se in a non-equilibrium geometry, with properties calculated with ωB97M-V/def2-TZVPD.

```
36
Properties=species:S:1:pos:R:3:forces:R:3
In -1.208251 -1.571037 1.022807 0.32 -0.14 -0.53
S 2.773705 -1.571592 3.971459 0.30 -0.03 -0.19
C 1.244635 -1.998732 3.415939 -1.98 -0.59 -0.17
S 2.166265 -2.416084 2.052067 0.96 0.23 -0.17
S -0.342904 -2.193511 3.731786 0.56 0.48 0.77
C -4.117901 0.955929 1.903232 1.70 0.66 0.17
C -4.409251 -0.401736 1.400673 0.26 -1.21 0.59
N -3.607702 -1.481701 1.407488 -0.66 0.72 0.06
C -4.373471 -2.552375 0.957531 -0.38 0.25 -0.07
C -5.642829 -2.133501 0.664261 1.11 0.89 0.23
N -5.628079 -0.739645 0.970773 -0.94 -1.87 -0.76
H -4.647775 1.206638 2.836182 0.05 -0.26 -0.39
H -4.401732 1.671945 1.117446 0.22 0.03 0.41
H -2.999328 1.058858 2.125574 -1.58 -0.07 -0.44
H -3.974249 -3.568800 0.898095 -0.12 0.58 -0.10
H -6.428907 -2.680459 0.151776 -0.05 0.47 0.46
H -6.458142 -0.155599 0.961945 0.43 -0.04 -0.05
C 3.253774 1.164194 1.031359 -0.30 0.69 1.50
N 2.523279 1.162599 -0.188422 -1.08 -0.31 -1.88
C 1.151245 1.193510 -0.240070 0.75 0.02 -0.62
Se -0.020917 1.314222 1.170690 -0.28 0.01 0.34
N 0.793845 1.143144 -1.541295 0.53 0.02 -0.74
C 1.929841 1.055633 -2.372889 -0.25 -0.57 0.53
C 2.034524 0.857675 -3.752813 -0.05 0.20 0.57
C 3.324314 0.672986 -4.212064 -0.55 0.26 -0.29
C 4.418138 0.706775 -3.363216 1.07 -0.45 -0.22
C 4.327853 0.819332 -1.998619 -0.16 0.51 1.11
C 3.037397 1.011621 -1.507632 -0.78 0.22 0.38
H 2.538488 1.619872 1.766561 0.99 -0.37 -0.35
H 4.175931 1.768319 0.980542 -0.47 -0.31 -0.15
H 3.458334 0.145398 1.360109 0.21 0.02 -0.02
H -0.153394 1.158399 -1.911023 0.34 0.06 0.59
H 1.175415 0.863753 -4.428338 0.28 -0.05 0.34
H 3.470568 0.517640 -5.264195 0.16 0.00 -0.27
H 5.407607 0.588574 -3.784070 -0.02 -0.04 -0.11
H 5.209684 0.807757 -1.333654 -0.60 -0.02 -0.53
```
Positions in Å, forces in eV/Å.

Properties
charge = +1
frontier orbital gap = 0.224 Ha
spin multiplicity = 1
lowest unoccupied orbital energy = -4.1 eV

Atom charges from the Löwdin analysis, given in e for atoms 1 to 4: In 0.565; S 0.692; C -1.722; S 0.569

---

Below is a molecular structure, C13H14MnN2O9, with properties calculated with ωB97M-V/def2-TZVPD.

```
39
Properties=species:S:1:pos:R:3:forces:R:3
Mn 0.487049 0.705421 0.559421 -0.02 0.06 0.02
O 0.806140 2.797908 0.481674 0.00 0.00 -0.02
C -0.409711 3.453582 0.039874 0.04 0.03 -0.02
C -0.886112 2.713074 -1.189752 -0.05 -0.01 0.01
N -1.123254 1.279152 -0.943352 0.03 -0.03 -0.03
C -1.159535 0.544888 -2.226072 0.07 0.07 0.02
C -0.665708 -0.898169 -2.199145 -0.28 -0.06 -0.12
O -0.622405 -1.518309 -3.266260 0.27 0.09 0.18
O -0.883619 -1.583303 -0.982538 0.19 -0.07 0.06
C -2.348198 1.040194 -0.159407 0.01 0.07 -0.06
C -2.148566 1.275677 1.333821 0.01 -0.28 0.16
O -3.080988 1.570806 2.041534 0.00 0.10 -0.04
O -0.923598 1.080727 1.768153 0.01 0.07 -0.04
H 1.047187 3.129382 1.356262 -0.01 -0.01 0.02
H -0.174510 4.482753 -0.231444 0.01 0.00 0.02
H -1.140164 3.451917 0.847953 0.00 0.00 0.00
H -0.108837 2.791242 -1.949527 0.01 0.01 0.00
H -1.790114 3.207128 -1.566758 0.00 -0.01 -0.02
H -0.525194 1.054291 -2.948895 0.00 0.02 -0.01
H -2.179225 0.546226 -2.631082 0.01 -0.01 0.00
H -2.614648 -0.011685 -0.269913 0.00 0.01 0.02
H -3.180737 1.654644 -0.513682 -0.01 -0.01 -0.03
O 1.868918 -1.274637 4.081891 0.02 0.02 -0.02
C 1.555326 -0.780586 2.892091 -0.05 -0.10 -0.04
O 1.623531 0.412661 2.638007 0.03 0.09 -0.04
C 1.162710 -1.766890 1.862646 -0.03 0.13 -0.08
C 1.516865 -3.068439 1.883872 0.01 -0.11 -0.03
C 1.301864 -3.816665 0.666841 0.04 0.00 0.09
C 0.845454 -3.227274 -0.447065 -0.05 0.02 -0.07
C 0.467565 -1.790695 -0.471628 -0.02 0.12 0.00
N 0.564735 -1.173931 0.799112 -0.08 -0.12 0.08
C 1.232925 -0.832835 -1.467592 0.01 0.05 0.02
O 2.014876 -1.295478 -2.452793 -0.19 -0.05 -0.13
O 1.626915 0.297051 -0.929149 -0.09 -0.06 0.02
H 2.148142 -0.533452 4.639857 0.01 0.01 0.03
H 1.988592 -3.501921 2.751112 0.00 -0.01 -0.01
H 1.556638 -4.868457 0.644315 0.00 0.00 0.02
H 0.726859 -3.773134 -1.373794 -0.01 -0.01 0.00
H 1.422832 -1.772863 -3.068589 0.10 -0.01 0.02
```
Positions in Å, forces in eV/Å.

Properties
frontier orbital gap (alpha / beta) = 0.224 / 0.273 Ha
spin multiplicity = 6
lowest unoccupied orbital energy (alpha / beta) = -0.9 / -0.6 eV

Atom charges from the Löwdin analysis, given in e for atoms 1 to 4: Mn 1.067; O -0.087; C -0.155; C -0.141

---

Below is C13H14N2O2 in the gas phase, with properties calculated with ωB97M-V/def2-TZVPD.

```
31
Properties=species:S:1:pos:R:3:forces:R:3
C 2.375834 2.303650 0.707435 -0.07 0.02 -0.08
C 2.144235 1.268205 -0.344410 0.53 -0.46 0.22
C 2.802453 -0.075228 -0.125173 -0.30 -0.18 -0.03
C 1.980837 -0.972209 0.823083 0.01 0.39 0.03
O 2.571279 -2.254742 0.786474 0.16 -0.16 -0.10
C 0.534654 -0.974955 0.380056 -0.04 -0.06 0.23
C 0.100864 -1.853768 -0.634323 -0.23 -0.10 -0.14
C -1.197068 -1.778218 -1.056508 0.23 0.02 0.09
C -2.056932 -0.823603 -0.476487 0.21 0.20 0.27
C -3.402688 -0.659541 -0.858625 -0.20 0.08 0.02
C -4.180440 0.288851 -0.255603 -0.06 -0.22 -0.24
C -3.649513 1.111113 0.752037 0.19 0.10 0.19
C -2.348635 0.977175 1.148384 -0.23 0.06 -0.03
C -1.520931 0.008883 0.544349 -0.42 -0.24 -0.44
N -0.241810 -0.094289 0.952868 0.52 0.00 0.27
N 1.406331 1.609777 -1.310616 -0.33 0.90 -0.10
O 1.080992 0.751073 -2.316655 0.10 -0.64 -0.31
H 1.953062 1.959163 1.649357 -0.02 0.02 0.16
H 1.892629 3.231133 0.418337 -0.03 0.08 0.02
H 3.441748 2.473843 0.847853 0.10 0.03 0.05
H 3.790972 0.071418 0.311268 0.02 0.00 -0.07
H 2.939797 -0.624264 -1.062193 0.03 -0.01 0.02
H 2.022992 -0.550699 1.838056 -0.09 -0.05 -0.19
H 2.105706 -2.832476 1.399945 0.00 0.03 0.03
H 0.797855 -2.566561 -1.050802 0.02 -0.07 -0.03
H -1.571697 -2.430983 -1.832905 -0.02 -0.05 -0.06
H -3.803303 -1.293436 -1.637213 -0.06 -0.04 -0.06
H -5.211339 0.415179 -0.552181 -0.07 -0.01 -0.04
H -4.282901 1.856009 1.211071 -0.02 0.06 0.05
H -1.920049 1.601586 1.916221 0.05 0.06 0.08
H 1.445080 -0.142100 -2.173099 0.00 0.22 0.17
```
Positions in Å, forces in eV/Å.

Properties
SMILES = C/C(C[C@H](O)c1ccc2ccccc2n1)=N/O
frontier orbital gap = 0.330 Ha
spin multiplicity = 1
lowest unoccupied orbital energy = 0.2 eV

Atom charges from the Löwdin analysis, given in e for atoms 1 to 4: C -0.035; C -0.372; C -0.067; C -0.329

---

Below is a molecular structure, C13H15CeN5S2SbSe4 in a non-equilibrium geometry, with properties calculated with ωB97M-V/def2-TZVPD.

```
41
Properties=species:S:1:pos:R:3:forces:R:3
Ce 0.267562 0.529788 -0.461892 0.12 -0.47 -0.01
C 0.850698 -2.144842 3.615176 -0.47 -0.35 -1.79
C 1.056115 -1.149317 2.465079 -2.09 -0.28 -0.45
N 0.075868 -0.535808 1.850598 0.78 -0.41 1.33
N -1.240615 -0.698075 2.320493 2.24 -2.05 0.07
C -2.104313 0.244175 2.028566 0.08 1.99 0.14
N -3.366106 -0.036971 2.302278 -1.68 -2.23 -0.85
S -1.626991 1.823394 1.594580 0.19 0.09 -0.25
C 2.378830 -0.869850 1.867063 -0.53 0.68 0.46
C 3.475968 -1.595459 2.181604 0.03 -1.16 0.28
C 4.685668 -1.237893 1.638062 1.12 -1.12 0.81
C 4.789737 -0.191960 0.809113 1.14 2.22 -1.22
C 3.625159 0.494175 0.522395 0.19 0.34 -0.72
N 2.469683 0.191414 1.061337 -0.87 0.29 -0.64
H 0.579079 -3.172667 3.170431 0.08 1.59 0.58
H 0.067419 -1.742920 4.247027 -0.36 -0.26 0.03
H 1.718957 -2.275484 4.218887 0.77 0.07 0.31
H -1.520367 -1.710332 2.256440 -0.04 0.31 -0.17
H -3.570895 -1.084637 2.185729 -0.06 2.08 0.30
H -4.044196 0.606434 1.881640 0.40 -0.56 0.35
H 3.349342 -2.480918 2.776724 0.25 -0.14 0.24
H 5.591109 -1.757460 1.869062 0.23 -0.55 0.30
H 5.758878 0.219462 0.420331 -1.06 -0.82 0.32
H 3.645196 1.273662 -0.237471 -0.12 0.18 0.29
Se -1.508212 -3.668242 0.932598 0.08 -0.16 0.22
Sb -0.932256 -2.861753 -1.299313 -0.88 0.94 0.74
Se -2.176057 -0.506594 -1.185265 -0.24 -0.60 -0.30
Se 1.297242 -1.952319 -1.666054 1.21 0.92 0.51
Se -1.226226 -4.080330 -3.246533 -0.58 -0.73 -0.86
S 0.462492 3.186813 -1.528506 -0.02 0.40 0.33
C -0.859705 2.820066 -2.547731 0.46 -1.26 -2.15
N -2.144944 2.820138 -2.099672 3.00 0.32 -0.20
C -3.185376 2.558800 -2.859681 -0.89 -0.19 -0.74
C -3.021419 2.320073 -4.201583 0.84 0.12 0.79
C -1.714742 2.167725 -4.739578 0.29 0.51 -1.30
C -0.624049 2.390914 -3.921257 -0.39 0.42 1.66
H -2.137713 2.964532 -1.116989 -0.97 0.16 1.18
H -4.131169 2.569071 -2.340443 -0.18 0.03 -0.25
H -3.928967 2.320268 -4.735573 -0.59 -0.49 -1.02
H -1.524758 1.988741 -5.859032 -0.57 0.01 1.95
H 0.444064 2.264189 -4.168641 -0.92 0.16 -0.27
```
Positions in Å, forces in eV/Å.

Properties
frontier orbital gap (alpha / beta) = 0.205 / 0.205 Ha
spin multiplicity = 2
lowest unoccupied orbital energy (alpha / beta) = -1.1 / -1.1 eV

Atom charges from the Löwdin analysis, given in e for atoms 1 to 4: Ce -0.117; C -0.003; C -0.185; N -0.052

---

Please write out number 4 again, unchanged.
Below is a molecular structure, C13H15CeN5S2SbSe4 in a non-equilibrium geometry, with properties calculated with ωB97M-V/def2-TZVPD.

```
41
Properties=species:S:1:pos:R:3:forces:R:3
Ce 0.267562 0.529788 -0.461892 0.12 -0.47 -0.01
C 0.850698 -2.144842 3.615176 -0.47 -0.35 -1.79
C 1.056115 -1.149317 2.465079 -2.09 -0.28 -0.45
N 0.075868 -0.535808 1.850598 0.78 -0.41 1.33
N -1.240615 -0.698075 2.320493 2.24 -2.05 0.07
C -2.104313 0.244175 2.028566 0.08 1.99 0.14
N -3.366106 -0.036971 2.302278 -1.68 -2.23 -0.85
S -1.626991 1.823394 1.594580 0.19 0.09 -0.25
C 2.378830 -0.869850 1.867063 -0.53 0.68 0.46
C 3.475968 -1.595459 2.181604 0.03 -1.16 0.28
C 4.685668 -1.237893 1.638062 1.12 -1.12 0.81
C 4.789737 -0.191960 0.809113 1.14 2.22 -1.22
C 3.625159 0.494175 0.522395 0.19 0.34 -0.72
N 2.469683 0.191414 1.061337 -0.87 0.29 -0.64
H 0.579079 -3.172667 3.170431 0.08 1.59 0.58
H 0.067419 -1.742920 4.247027 -0.36 -0.26 0.03
H 1.718957 -2.275484 4.218887 0.77 0.07 0.31
H -1.520367 -1.710332 2.256440 -0.04 0.31 -0.17
H -3.570895 -1.084637 2.185729 -0.06 2.08 0.30
H -4.044196 0.606434 1.881640 0.40 -0.56 0.35
H 3.349342 -2.480918 2.776724 0.25 -0.14 0.24
H 5.591109 -1.757460 1.869062 0.23 -0.55 0.30
H 5.758878 0.219462 0.420331 -1.06 -0.82 0.32
H 3.645196 1.273662 -0.237471 -0.12 0.18 0.29
Se -1.508212 -3.668242 0.932598 0.08 -0.16 0.22
Sb -0.932256 -2.861753 -1.299313 -0.88 0.94 0.74
Se -2.176057 -0.506594 -1.185265 -0.24 -0.60 -0.30
Se 1.297242 -1.952319 -1.666054 1.21 0.92 0.51
Se -1.226226 -4.080330 -3.246533 -0.58 -0.73 -0.86
S 0.462492 3.186813 -1.528506 -0.02 0.40 0.33
C -0.859705 2.820066 -2.547731 0.46 -1.26 -2.15
N -2.144944 2.820138 -2.099672 3.00 0.32 -0.20
C -3.185376 2.558800 -2.859681 -0.89 -0.19 -0.74
C -3.021419 2.320073 -4.201583 0.84 0.12 0.79
C -1.714742 2.167725 -4.739578 0.29 0.51 -1.30
C -0.624049 2.390914 -3.921257 -0.39 0.42 1.66
H -2.137713 2.964532 -1.116989 -0.97 0.16 1.18
H -4.131169 2.569071 -2.340443 -0.18 0.03 -0.25
H -3.928967 2.320268 -4.735573 -0.59 -0.49 -1.02
H -1.524758 1.988741 -5.859032 -0.57 0.01 1.95
H 0.444064 2.264189 -4.168641 -0.92 0.16 -0.27
```
Positions in Å, forces in eV/Å.

Properties
frontier orbital gap (alpha / beta) = 0.205 / 0.205 Ha
spin multiplicity = 2
lowest unoccupied orbital energy (alpha / beta) = -1.1 / -1.1 eV

Atom charges from the Löwdin analysis, given in e for atoms 1 to 4: Ce -0.117; C -0.003; C -0.185; N -0.052

---

Copy entry 2 word for word.
Below is a molecular structure, C13H14MnN2O9, with properties calculated with ωB97M-V/def2-TZVPD.

```
39
Properties=species:S:1:pos:R:3:forces:R:3
Mn 0.487049 0.705421 0.559421 -0.02 0.06 0.02
O 0.806140 2.797908 0.481674 0.00 0.00 -0.02
C -0.409711 3.453582 0.039874 0.04 0.03 -0.02
C -0.886112 2.713074 -1.189752 -0.05 -0.01 0.01
N -1.123254 1.279152 -0.943352 0.03 -0.03 -0.03
C -1.159535 0.544888 -2.226072 0.07 0.07 0.02
C -0.665708 -0.898169 -2.199145 -0.28 -0.06 -0.12
O -0.622405 -1.518309 -3.266260 0.27 0.09 0.18
O -0.883619 -1.583303 -0.982538 0.19 -0.07 0.06
C -2.348198 1.040194 -0.159407 0.01 0.07 -0.06
C -2.148566 1.275677 1.333821 0.01 -0.28 0.16
O -3.080988 1.570806 2.041534 0.00 0.10 -0.04
O -0.923598 1.080727 1.768153 0.01 0.07 -0.04
H 1.047187 3.129382 1.356262 -0.01 -0.01 0.02
H -0.174510 4.482753 -0.231444 0.01 0.00 0.02
H -1.140164 3.451917 0.847953 0.00 0.00 0.00
H -0.108837 2.791242 -1.949527 0.01 0.01 0.00
H -1.790114 3.207128 -1.566758 0.00 -0.01 -0.02
H -0.525194 1.054291 -2.948895 0.00 0.02 -0.01
H -2.179225 0.546226 -2.631082 0.01 -0.01 0.00
H -2.614648 -0.011685 -0.269913 0.00 0.01 0.02
H -3.180737 1.654644 -0.513682 -0.01 -0.01 -0.03
O 1.868918 -1.274637 4.081891 0.02 0.02 -0.02
C 1.555326 -0.780586 2.892091 -0.05 -0.10 -0.04
O 1.623531 0.412661 2.638007 0.03 0.09 -0.04
C 1.162710 -1.766890 1.862646 -0.03 0.13 -0.08
C 1.516865 -3.068439 1.883872 0.01 -0.11 -0.03
C 1.301864 -3.816665 0.666841 0.04 0.00 0.09
C 0.845454 -3.227274 -0.447065 -0.05 0.02 -0.07
C 0.467565 -1.790695 -0.471628 -0.02 0.12 0.00
N 0.564735 -1.173931 0.799112 -0.08 -0.12 0.08
C 1.232925 -0.832835 -1.467592 0.01 0.05 0.02
O 2.014876 -1.295478 -2.452793 -0.19 -0.05 -0.13
O 1.626915 0.297051 -0.929149 -0.09 -0.06 0.02
H 2.148142 -0.533452 4.639857 0.01 0.01 0.03
H 1.988592 -3.501921 2.751112 0.00 -0.01 -0.01
H 1.556638 -4.868457 0.644315 0.00 0.00 0.02
H 0.726859 -3.773134 -1.373794 -0.01 -0.01 0.00
H 1.422832 -1.772863 -3.068589 0.10 -0.01 0.02
```
Positions in Å, forces in eV/Å.

Properties
frontier orbital gap (alpha / beta) = 0.224 / 0.273 Ha
spin multiplicity = 6
lowest unoccupied orbital energy (alpha / beta) = -0.9 / -0.6 eV

Atom charges from the Löwdin analysis, given in e for atoms 1 to 4: Mn 1.067; O -0.087; C -0.155; C -0.141